# 1
# C4H11AsNO3S2

A structure of composition C4H11AsNO3S2 at a distorted geometry (ωB97M-V/def2-TZVPD, the OMol25 dataset).

## Properties
energy: -3471.5546 hartree
HOMO energy: -4.95 eV
Kohn-Sham gap: 8.18 eV
charge: -1
LUMO level: 0.1189 Ha

CARTESIAN COORDINATES (ANGSTROEM)
C (1.679, 0.401, 2.898)
H (-1.510, -2.458, -2.284)
C (1.074, 1.960, -2.007)
O (-1.397, 0.016, -0.120)
S (0.578, 1.371, 1.747)
H (-2.943, -1.317, -0.068)
H (-1.323, -2.127, -0.009)
H (1.526, 0.731, 3.953)
H (0.645, -1.161, 0.625)
H (-3.107, -1.604, -2.372)
H (2.003, 0.321, -0.326)
H (-1.502, -0.667, -2.609)
H (1.399, -0.677, 2.723)
O (-0.743, 1.657, 2.349)
H (2.726, 0.594, 2.533)
C (-2.042, -1.485, -2.053)
H (0.524, -0.653, -1.561)
As (0.446, 0.133, -0.217)
S (2.377, 1.856, -2.996)
O (1.350, 2.603, 1.414)
C (-1.885, -1.268, -0.469)
N (0.218, 1.795, -1.207)

# 2
# C20H41InN2OP3

A structure of composition C20H41InN2OP3 at a distorted geometry (ωB97M-V/def2-TZVPD, the OMol25 dataset).

## Properties
energy: -2184.6576 hartree
HOMO energy: -14.46 eV
Kohn-Sham gap: 4.81 eV
charge: +3
LUMO level: -0.3547 Ha

CARTESIAN COORDINATES (ANGSTROEM)
C (0.212, 3.528, -0.074)
H (0.810, -3.237, 0.426)
H (1.139, 1.350, 3.813)
H (-2.025, -1.009, 3.831)
C (5.443, -2.097, -4.039)
H (-0.162, 3.697, 0.948)
H (1.517, -1.517, 3.719)
C (-2.966, 2.089, 4.250)
C (-3.209, -1.163, -1.930)
H (-4.161, -2.686, 1.362)
H (-3.146, 0.414, 5.591)
P (-3.148, -1.043, -0.099)
C (5.224, -1.098, -4.999)
H (-5.458, -0.317, -0.550)
H (4.387, -0.313, -1.320)
H (-2.321, 2.968, 2.313)
H (4.445, 0.889, -5.433)
C (4.571, -0.583, -2.357)
P (-0.833, 2.306, -0.937)
C (-0.054, 1.596, -2.428)
O (3.003, 1.050, -2.934)
H (0.268, 4.508, -0.572)
H (-3.413, 2.881, 4.830)
H (-3.049, 3.011, -0.197)
H (-0.120, -3.394, 2.762)
H (0.044, 2.307, -3.264)
H (5.566, -1.293, -6.023)
H (-4.615, -3.030, -0.329)
C (-2.222, 0.057, 3.730)
H (-2.682, 3.768, -1.757)
C (-2.412, 2.135, 3.009)
C (-0.254, -3.464, 0.640)
P (1.434, -0.011, 1.818)
H (2.793, 1.497, 3.160)
H (-0.631, 0.736, -2.799)
H (5.855, -3.071, -4.319)
H (3.125, -1.387, 2.960)
H (2.584, -0.661, -0.216)
C (4.080, 0.278, -3.360)
H (-3.140, -0.175, -2.407)
H (-3.168, 2.070, -1.659)
C (5.129, -1.815, -2.703)
C (1.731, 1.454, 2.896)
H (0.951, 1.199, -2.229)
H (-4.466, 1.023, 0.112)
H (-5.075, -0.277, 1.188)
C (2.043, -1.460, 2.757)
H (1.242, 3.167, 0.058)
H (-2.373, -1.790, -2.275)
C (4.567, 0.117, -4.680)
H (-1.793, -3.743, 2.083)
H (3.671, 0.144, 0.968)
In (-0.881, 0.477, 0.736)
H (5.292, -2.555, -1.922)
C (-4.685, -0.050, 0.186)
H (-4.165, -1.636, -2.208)
H (2.573, 1.116, -0.069)
H (1.446, 2.386, 2.391)
H (2.663, 1.728, -3.567)
H (-0.872, -3.601, -0.265)
C (-0.745, -3.544, 1.884)
H (-2.977, -3.458, 0.265)
N (-1.931, 0.854, 2.693)
N (-2.836, 0.766, 4.686)
C (2.679, 0.175, 0.493)
C (-2.560, 2.843, -1.169)
C (-3.785, -2.718, 0.330)
H (1.846, -2.386, 2.198)

# 3
# C12H17FN3O3

The ion C12H17FN3O3 with charge +1 at a distorted geometry (ωB97M-V/def2-TZVPD, the OMol25 dataset).

## Properties
energy above the lowest of the compared OMol25 structures with the same formula, charge and spin: 2.604 eV
energy: -956.8339 hartree
HOMO energy: -13.40 eV
Kohn-Sham gap: 7.91 eV
charge: +1
LUMO level: -0.2019 Ha

CARTESIAN COORDINATES (ANGSTROEM)
C (-1.422, -1.932, -2.183)
C (-0.088, -0.252, 3.338)
H (-2.577, -2.802, -0.359)
C (0.912, -2.130, 2.240)
C (1.792, 0.279, -0.755)
O (0.902, 0.424, 3.686)
H (-3.548, -2.625, -1.936)
H (0.179, 2.496, -1.091)
C (-2.760, -2.117, -1.265)
H (-2.767, -0.419, 0.298)
H (-3.205, 0.149, -1.424)
O (0.141, 4.073, 0.318)
H (-1.022, -2.022, 2.880)
N (-0.104, -1.981, 0.068)
C (2.811, 1.470, -1.062)
C (2.280, 2.764, -0.203)
H (-1.654, -1.126, -2.982)
C (-0.236, -1.387, -1.214)
C (-3.311, -0.716, -0.674)
H (2.582, 3.740, -0.714)
H (2.600, -0.126, 1.409)
C (1.821, -0.466, 0.646)
O (1.859, -2.917, 2.418)
C (0.659, 2.760, -0.075)
H (2.759, 2.678, 0.846)
N (-0.092, -1.747, 3.278)
F (-1.294, 0.402, 2.918)
C (0.686, -0.215, -1.776)
H (0.547, 0.261, -2.801)
H (-0.828, 3.900, 0.450)
H (0.288, 2.025, 0.744)
H (-1.119, -2.905, -2.711)
H (-4.424, -0.896, -0.407)
H (3.824, 1.153, -0.597)
H (2.964, 1.701, -2.169)
N (0.844, -1.493, 0.861)